No. 1
This record from the OMol25 dataset describes 2 unconnected molecules or ions with the total composition C2H2N2O. The level of theory is ωB97M-V with the def2-TZVPD basis set.

```
7
Properties=species:S:1:pos:R:3
O -0.82 0.72 -1.80
C -0.46 1.01 -0.73
N -0.05 1.20 0.41
C 0.47 -1.68 0.47
N 0.13 -1.98 -0.60
H -0.06 2.12 0.80
H 0.79 -1.39 1.44
```

Results
- HOMO-LUMO gap (eV) = 11.94
- net charge = 0
- structure (SMILES) = N=C=O.C#N
- electronic energy (eV) = -7133.25096
- HOMO energy (eV) = -11.201

=====

No. 2
This record from the OMol25 dataset describes a molecular structure, C10H17AlBBeBr3Cl5F8KN3NbO4S2. The level of theory is ωB97M-V with the def2-TZVPD basis set.

```
57
Properties=species:S:1:pos:R:3
N 1.14 -2.21 2.22
C 1.57 -0.99 1.56
C 0.85 -0.75 0.24
C 0.00 0.57 0.24
Nb -1.52 0.79 1.92
C -2.92 -0.62 1.10
C -4.06 -1.05 1.92
C -4.95 -2.08 1.39
C -4.67 -2.57 0.12
N -3.62 -2.16 -0.75
C -2.82 -1.21 -0.21
H 1.08 -2.05 3.22
H 0.23 -2.47 1.88
H 2.69 -1.12 1.42
H 1.40 -0.11 2.23
H 1.59 -0.66 -0.56
H 0.19 -1.60 0.01
H -0.47 0.71 -0.74
H 0.71 1.40 0.39
H -2.27 2.21 1.11
H -2.62 1.07 3.37
H -0.74 -0.59 2.89
H -0.20 2.02 2.80
H -4.17 -0.64 2.91
H -5.76 -2.47 1.98
H -5.30 -3.37 -0.25
H -1.99 -0.89 -0.83
Al 3.26 0.85 2.16
B 5.37 1.70 -1.47
F 5.65 1.79 -2.83
F 5.96 0.54 -0.93
F 5.87 2.82 -0.80
F 3.95 1.62 -1.28
Cl -5.63 0.63 1.39
F 3.48 2.42 4.12
Be 1.27 2.67 2.83
C -3.68 5.35 0.10
Cl -4.08 3.67 0.46
Cl -4.94 6.06 -0.92
Cl -3.56 6.27 1.61
Cl -2.13 5.41 -0.76
C -3.38 3.72 -3.83
Br -3.60 2.07 -2.83
Br -1.57 3.94 -4.42
Br -4.64 3.83 -5.28
H -3.61 4.53 -3.15
N 4.95 -3.58 -2.21
S 4.77 -4.98 -1.55
O 3.46 -5.49 -1.44
O 5.68 -5.21 -0.39
F 5.45 -5.84 -2.63
S 4.30 -2.33 -1.40
O 4.22 -1.17 -2.18
O 4.73 -2.22 -0.05
F 2.79 -2.78 -1.26
K -5.05 -0.65 -1.32
F 7.31 -4.76 -1.30
```

Results
- HOMO-LUMO gap (eV) = 2.29
- net charge = 0
- electronic energy (eV) = -364990.22379
- HOMO energy (eV) = -8.817

=====

No. 3
This record from the OMol25 dataset describes 3 unconnected molecules or ions with the total composition C26H42Br2N2O2S. The level of theory is ωB97M-V with the def2-TZVPD basis set.

```
75
Properties=species:S:1:pos:R:3
C 3.88 -3.84 3.75
C 4.54 -2.89 2.91
C 4.52 -1.36 3.40
C 5.86 -0.75 3.91
C 5.81 0.77 4.34
C 4.48 1.58 4.25
S 4.60 3.38 4.75
C 3.67 4.49 3.60
O 4.12 3.50 6.20
O 6.07 3.78 4.76
C 3.11 0.94 3.73
N 1.97 1.83 3.70
C 0.87 1.09 3.16
C 0.85 -0.41 2.71
C -0.47 -1.10 2.09
Br -0.40 -3.08 2.50
C -1.85 -0.57 2.72
C -1.86 -0.37 4.31
Br -2.55 1.03 1.70
N 2.01 -1.23 2.80
C 3.17 -0.55 3.31
H 3.22 -4.67 3.34
H 4.00 -3.72 4.88
H 5.07 -3.21 1.93
H 6.82 -1.38 3.95
H 6.77 1.29 4.71
H 2.59 4.60 4.01
H 4.13 5.54 3.49
H 3.56 4.04 2.54
H -0.12 1.67 3.06
H -0.40 -0.96 0.95
H -2.64 -1.39 2.50
H -2.59 -1.14 4.77
H -0.86 -0.54 4.83
H -2.33 0.66 4.52
C -4.39 4.13 -4.40
C -3.22 3.18 -4.63
C -3.36 1.86 -3.86
C -3.39 2.00 -2.33
C -2.17 2.69 -1.72
C -0.87 1.94 -1.96
H -4.47 4.43 -3.35
H -4.26 5.04 -5.00
H -5.33 3.66 -4.70
H -2.29 3.68 -4.37
H -3.16 2.95 -5.70
H -2.54 1.20 -4.15
H -4.28 1.36 -4.18
H -3.48 0.99 -1.90
H -4.29 2.54 -2.03
H -2.33 2.77 -0.64
H -2.08 3.72 -2.09
H -0.92 0.93 -1.55
H -0.04 2.47 -1.47
H -0.63 1.88 -3.02
C -2.95 -2.61 -4.61
C -2.42 -2.13 -3.27
C -0.91 -1.88 -3.27
C -0.04 -3.11 -3.55
C -0.25 -4.29 -2.59
C 0.11 -3.95 -1.15
H -2.51 -3.57 -4.90
H -4.03 -2.74 -4.56
H -2.73 -1.88 -5.39
H -2.68 -2.85 -2.49
H -2.92 -1.19 -3.00
H -0.62 -1.45 -2.30
H -0.67 -1.12 -4.02
H 1.01 -2.81 -3.52
H -0.22 -3.46 -4.57
H 0.39 -5.12 -2.92
H -1.28 -4.65 -2.64
H 1.15 -3.63 -1.07
H -0.02 -4.83 -0.51
H -0.52 -3.16 -0.75
```

Results
- HOMO-LUMO gap (eV) = 7.39
- net charge = 0
- structure (SMILES) = C=Cc1ccc(S(C)(=O)=O)c2ncc([C@@H](Br)[C@@H](C)Br)nc12.CCCCCC.CCCCCC
- electronic energy (eV) = -185629.55531
- HOMO energy (eV) = -8.989

=====

No. 4
This record from the OMol25 dataset describes a single C5H7ClOS molecule. The level of theory is ωB97M-V with the def2-TZVPD basis set.

```
15
Properties=species:S:1:pos:R:3
C -1.43 -0.59 -0.35
C -0.19 -0.75 0.38
C 0.13 0.56 1.20
C 1.00 0.87 -0.08
C 1.09 -0.58 -0.44
H -2.04 0.81 -1.81
H -0.16 -1.64 1.11
H 0.65 0.68 2.19
H -0.72 1.22 1.47
H 0.36 1.46 -0.76
H 1.91 1.19 -0.02
H 0.79 -0.81 -1.49
O -1.22 0.49 -1.21
S -2.73 -1.45 0.07
Cl 2.57 -1.46 -0.25
```

Results
- HOMO-LUMO gap (eV) = 9.04
- net charge = 0
- structure (SMILES) = OC(=S)[C@@H]1CC[C@H]1Cl
- electronic energy (eV) = -30700.77370
- HOMO energy (eV) = -9.011

=====

No. 5
This record from the OMol25 dataset describes a molecular structure, C4H12B2F8O2RbS2. The level of theory is ωB97M-V with the def2-TZVPD basis set.

```
31
Properties=species:S:1:pos:R:3
Rb -5.29 30.87 19.56
B -7.02 32.12 17.89
F -8.00 32.26 16.90
F -6.85 30.77 18.22
F -5.78 32.76 17.56
F -7.55 32.79 19.01
B -3.79 29.44 18.34
F -3.07 28.62 17.52
F -3.21 29.31 19.56
F -3.70 30.76 18.04
F -5.12 29.10 18.34
C -3.35 29.47 22.75
S -5.05 30.21 22.84
O -5.24 31.00 21.52
C -6.10 28.73 22.78
H -2.52 30.17 22.83
H -3.33 29.17 21.71
H -3.39 28.58 23.39
H -6.18 28.24 23.75
H -5.66 27.88 22.26
H -7.10 28.97 22.43
C -8.00 28.83 18.20
S -7.55 28.89 20.00
O -6.10 29.19 20.26
C -8.74 30.30 20.44
H -9.07 28.64 18.13
H -7.53 28.05 17.61
H -7.76 29.77 17.70
H -8.97 30.25 21.50
H -9.71 30.41 19.96
H -8.08 31.13 20.22
```

Results
- HOMO-LUMO gap (eV) = 7.35
- net charge = -1
- electronic energy (eV) = -53859.99688
- HOMO energy (eV) = -5.213

=====

No. 6
This record from the OMol25 dataset describes a molecular structure, C34H37N3O3. The level of theory is ωB97M-V with the def2-TZVPD basis set.

```
77
Properties=species:S:1:pos:R:3
C -5.00 1.98 -2.82
C -3.75 2.72 -2.48
O -2.65 1.76 -2.50
C -1.42 2.37 -2.46
C -0.38 1.35 -2.03
C 0.91 1.57 -2.65
C 1.42 2.90 -2.77
C 2.78 3.16 -2.88
C 3.67 2.10 -3.10
C 5.10 2.35 -3.08
N 6.25 2.59 -3.01
C 3.16 0.80 -3.31
C 1.81 0.55 -3.11
O -1.30 3.56 -2.54
H -5.85 2.58 -2.48
H -5.11 1.85 -3.89
H -5.05 1.01 -2.33
H -3.56 3.54 -3.19
H -3.78 3.13 -1.46
H -0.71 0.31 -1.90
H 0.73 3.74 -2.79
H 3.17 4.18 -2.78
H 3.86 0.01 -3.61
H 1.39 -0.42 -3.39
C 2.90 -3.96 0.67
N 1.59 -3.37 0.88
C 0.47 -4.10 1.15
O 0.42 -5.33 1.20
C -0.69 -3.12 1.36
C -1.27 -3.19 2.79
C -1.85 -4.56 3.10
C -1.33 -5.34 4.14
C -1.79 -6.65 4.32
C -2.80 -7.16 3.50
C -3.34 -6.36 2.49
C -2.88 -5.06 2.31
N -0.07 -1.84 0.99
C -0.76 -0.70 0.79
C -0.16 0.52 0.57
C -0.80 1.57 -0.16
C -0.29 2.95 0.16
C -1.16 4.04 0.38
C -0.67 5.34 0.44
C 0.70 5.60 0.26
C 1.21 7.00 0.14
C 1.57 4.52 0.16
C 1.10 3.20 0.14
C 1.39 -1.94 0.79
C 2.21 -1.23 1.90
C 1.89 -1.41 -0.56
H 2.84 -5.03 0.80
H 3.25 -3.73 -0.33
H 3.61 -3.53 1.38
H -1.49 -3.37 0.64
H -0.48 -2.94 3.51
H -2.06 -2.42 2.86
H -0.55 -4.92 4.79
H -1.33 -7.28 5.09
H -3.16 -8.18 3.64
H -4.12 -6.75 1.84
H -3.30 -4.41 1.52
H -1.83 -0.75 0.97
H 0.90 0.65 0.75
H -1.87 1.47 -0.40
H -2.21 3.80 0.61
H -1.38 6.16 0.62
H 2.28 6.98 -0.03
H 0.74 7.53 -0.68
H 1.05 7.59 1.04
H 2.64 4.71 0.06
H 1.81 2.38 0.15
H 2.08 -1.76 2.86
H 3.28 -1.26 1.63
H 1.92 -0.19 2.04
H 1.47 -1.99 -1.39
H 1.62 -0.37 -0.72
H 2.99 -1.46 -0.60
```

Results
- HOMO-LUMO gap (eV) = 7.42
- net charge = 0
- electronic energy (eV) = -46469.72094
- HOMO energy (eV) = -7.624

=====

What did the fourth record say?
This record from the OMol25 dataset describes a single C5H7ClOS molecule. The level of theory is ωB97M-V with the def2-TZVPD basis set.

```
15
Properties=species:S:1:pos:R:3
C -1.43 -0.59 -0.35
C -0.19 -0.75 0.38
C 0.13 0.56 1.20
C 1.00 0.87 -0.08
C 1.09 -0.58 -0.44
H -2.04 0.81 -1.81
H -0.16 -1.64 1.11
H 0.65 0.68 2.19
H -0.72 1.22 1.47
H 0.36 1.46 -0.76
H 1.91 1.19 -0.02
H 0.79 -0.81 -1.49
O -1.22 0.49 -1.21
S -2.73 -1.45 0.07
Cl 2.57 -1.46 -0.25
```

Results
- HOMO-LUMO gap (eV) = 9.04
- net charge = 0
- structure (SMILES) = OC(=S)[C@@H]1CC[C@H]1Cl
- electronic energy (eV) = -30700.77370
- HOMO energy (eV) = -9.011